# 1
70
Properties=species:S:1:pos:R:3:forces:R:3:mulliken_charge:R:1 method="wB97M-V/def2-TZVPD" lumo_ev=-0.705 multiplicity=1 homo_lumo_gap_ha=0.324
O -0.1447 -1.5472 1.5065 -0.12 0.09 -0.67 -0.3136
O -2.3960 -1.1636 0.4405 3.67 1.95 0.78 -0.8589
C -0.1831 1.4608 0.1529 -2.12 -1.52 2.46 -0.7699
C -0.8897 1.0122 1.2519 0.77 0.83 -1.55 -0.5871
C -0.1732 0.1600 -0.6323 0.55 0.90 -2.21 0.5044
S -0.9957 -0.6755 0.7327 -2.41 -0.10 -0.08 0.8289
H 0.1718 2.4687 -0.1211 -0.02 -0.83 0.23 0.5858
H -1.3265 1.4125 2.1334 -0.08 0.56 0.58 0.6013
H -0.8419 0.2726 -1.5349 1.02 -0.60 0.75 0.1591
H 0.8618 -0.1583 -0.8475 -0.63 -0.33 -0.23 -0.2326
O 2.6430 4.1890 0.6422 -0.99 1.12 0.90 -0.6415
H 1.9524 4.5006 -0.0283 1.11 -0.14 1.16 0.3770
H 2.5357 4.7397 1.4842 -0.02 -1.10 -1.94 0.2922
O 2.1176 -3.5850 0.5233 1.36 -0.02 -1.80 -0.5935
H 3.0466 -3.9379 0.3330 -2.11 0.64 0.21 0.2761
H 1.6783 -3.3614 -0.3603 0.71 -0.57 1.28 0.3167
O -2.4663 2.0330 -2.6212 -0.57 1.12 2.06 -0.6832
H -3.3022 1.8671 -2.0757 1.83 0.54 -1.03 0.3325
H -1.9534 2.7908 -2.1894 -1.27 -1.65 -0.82 0.2760
O 3.2104 -1.1297 1.2301 0.48 -1.40 0.16 -0.7275
H 3.9591 -1.5620 1.7558 -1.86 0.78 -1.05 0.2746
H 2.5184 -1.8391 1.0258 1.23 0.57 0.85 0.4400
O -3.7461 -3.6397 2.4226 1.06 -1.14 -1.01 -0.7614
H -3.2673 -4.5198 2.5639 -1.18 1.67 -0.77 0.3440
H -3.7507 -3.4392 1.4309 0.12 -0.90 1.48 0.4009
O 0.9362 5.3750 -1.2151 -0.83 1.54 0.18 -0.7313
H 1.2002 6.3507 -1.1701 -0.84 -2.10 -0.11 0.3210
H -0.0672 5.3144 -1.0997 1.60 0.64 -0.14 0.4079
O 3.7208 1.8416 -1.4433 1.30 -0.10 1.10 -0.6650
H 4.4504 2.1737 -0.8260 -1.67 -0.83 -1.33 0.2663
H 3.7947 0.8344 -1.5054 0.26 1.73 0.14 0.3992
O 3.8525 -0.7423 -1.5797 0.97 -1.44 0.97 -0.7167
H 4.8127 -1.0574 -1.5301 -2.15 0.63 0.20 0.2936
H 3.4313 -0.8706 -0.6687 1.26 -0.04 -1.00 0.4420
O -1.5132 -2.8149 3.7940 -0.68 1.76 -0.24 -0.7431
H -1.4670 -1.8124 3.9233 -0.24 -2.30 -0.50 0.2560
H -2.2676 -3.0151 3.1501 0.78 0.75 0.97 0.4313
O 0.7793 -3.1006 -1.9626 0.46 0.74 -2.06 -0.5867
H 1.5090 -3.2028 -2.6561 -1.68 0.37 1.31 0.3006
H 0.0792 -2.4705 -2.3323 1.46 -0.98 0.97 0.2829
O 1.0372 -3.7620 3.1894 -0.40 0.75 -1.60 -0.7167
H 1.3812 -3.6271 2.2475 -1.06 -0.26 2.04 0.3576
H 0.1182 -3.3434 3.2523 1.51 -0.66 -0.19 0.4542
O -3.9697 -2.9686 -0.4775 0.43 0.86 -1.29 -0.7246
H -3.6796 -3.0831 -1.4400 -0.37 0.40 2.35 0.2781
H -3.5743 -2.1046 -0.1297 -0.46 -1.72 -1.23 0.6011
O -1.5490 -1.6087 -2.8073 -0.54 -0.41 -1.87 -0.5926
H -1.1725 -2.1547 -3.5714 -1.46 1.44 1.05 0.2389
H -2.3371 -1.0791 -3.1568 1.85 -1.12 0.34 0.2610
O 0.2593 4.3017 3.4415 0.02 -1.50 1.22 -0.6492
H -0.0288 4.3175 4.4113 0.77 -0.36 -2.14 0.2990
H 0.6369 3.3849 3.2398 -0.67 1.76 0.73 0.3455
O 2.5241 1.5151 2.0770 0.25 -0.22 -1.81 -0.5909
H 2.6281 0.5854 1.6916 -0.02 1.81 0.67 0.3235
H 2.7029 2.1839 1.3391 -0.31 -1.26 1.23 0.3678
O -3.9967 0.9151 4.2064 0.09 -1.93 0.45 -0.6450
H -3.2811 0.4255 4.7279 -1.87 0.74 -1.13 0.3208
H -4.7312 0.2558 3.9837 1.83 1.15 0.66 0.3304
O -1.7770 5.4305 -0.4265 -0.21 -1.81 1.00 -0.7282
H -1.4691 5.3307 0.5321 -0.87 -0.08 -1.82 0.3730
H -2.2907 4.5968 -0.6810 1.00 1.81 0.99 0.3206
O -1.2800 1.2379 -5.0891 0.68 0.06 1.66 -0.6775
H -0.3478 0.9002 -4.8874 -1.93 0.61 -0.12 0.4165
H -1.6790 1.5938 -4.2300 1.01 -0.86 -1.73 0.3601
O -0.7796 -4.7609 -0.0443 1.01 1.41 -0.67 -0.6327
H -0.4438 -4.0019 0.5343 -0.56 -1.53 -1.41 0.2683
H -0.4255 -4.6229 -0.9820 -0.59 0.07 2.26 0.3434
O 1.2866 0.3184 -4.4398 2.22 -0.04 0.55 -0.7241
H 1.8567 1.1520 -4.3787 -0.88 -1.96 0.02 0.3306
H 1.8718 -0.4798 -4.2296 -1.01 2.05 -0.41 0.2932

***

# 2
13
Properties=species:S:1:pos:R:3:forces:R:3:mulliken_charge:R:1 method="wB97M-V/def2-TZVPD" lumo_ev="-5.284 / -5.532" multiplicity=2 homo_lumo_gap_ha="0.276 / 0.287" charge=+1
O 1.8161 1.3128 -0.0272 -0.36 1.35 0.79 -0.8464
C 1.5710 0.1798 0.4890 2.33 -0.91 -2.53 0.8933
O 2.4264 -0.7062 0.5715 0.08 0.24 0.89 -0.6435
Ag 4.4935 0.9637 0.1904 -1.24 -0.52 0.00 0.7939
O 0.2690 -0.0901 0.7365 -0.62 0.11 0.60 -0.3605
C -0.5555 -0.6223 -0.2877 -2.65 0.78 3.53 0.1377
C -2.0262 -0.3604 -0.0930 2.65 0.98 1.95 -0.7682
H -0.1678 -1.6502 -0.4256 0.32 -0.14 -0.30 0.4498
H -1.3740 -1.1636 -1.2274 -0.04 1.59 -1.18 0.2977
H -2.6421 -1.2689 -0.0309 -0.62 -0.36 -2.07 0.4008
H -2.6019 0.1781 0.6879 1.00 -0.04 0.54 0.3161
Li 0.1112 2.2297 0.1014 -0.09 -0.62 -0.29 0.8980
O -1.3198 0.9975 -0.6849 -0.75 -2.46 -1.93 -0.5687

***

# 3
10
Properties=species:S:1:pos:R:3:forces:R:3:mulliken_charge:R:1 method="wB97M-V/def2-TZVPD" lumo_ev="-5.926 / -8.847" multiplicity=3 homo_lumo_gap_ha="0.264 / 0.199" charge=+1
C -0.9710 -0.5627 0.0023 -1.04 -1.11 0.00 -0.6119
C -1.8552 0.4958 0.0286 1.22 0.61 0.00 -0.3748
H -0.9221 -1.2085 0.8866 0.47 0.59 0.00 0.3595
H -0.9451 -1.1821 -0.9014 0.48 0.58 0.00 0.3598
H -2.1225 0.9820 0.9688 -0.08 -0.28 -0.25 0.2743
H -2.1401 1.0137 -0.8891 -0.08 -0.29 0.24 0.2745
C 1.3666 -0.0666 -0.0184 -3.59 -0.92 0.04 0.9325
O 1.7316 1.1312 -0.0136 0.12 0.21 -0.01 -0.3997
O 2.1841 -1.0166 -0.0251 0.01 0.08 -0.01 -0.4607
Ag 3.6737 0.4137 -0.0385 2.49 0.53 -0.02 0.6466

***

# 4
11
Properties=species:S:1:pos:R:3:forces:R:3:mulliken_charge:R:1 method="wB97M-V/def2-TZVPD" lumo_ev="1.990 / 1.889" multiplicity=1 homo_lumo_gap_ha="0.168 / 0.122" charge=-1
H -1.3449 2.5114 -0.0764 -0.30 0.15 -0.20 -0.0094
Ag -0.4182 0.7739 -2.9967 0.32 -0.02 1.91 -0.2909
O 0.0736 -0.9178 1.2853 -0.52 0.39 -0.07 -0.3496
C 1.2810 -1.0469 0.7258 0.48 -1.22 -0.02 0.6859
C -0.8114 -0.2820 0.2941 -0.49 -0.31 0.49 -0.1958
O 2.1428 -1.7718 1.1925 -0.34 0.71 -0.11 -0.6431
O 1.3725 -0.3994 -0.4125 -0.46 0.52 -0.86 -0.3901
C 0.1013 0.5179 -0.5861 1.49 -0.24 -0.03 -0.8282
H -1.5484 0.3212 0.8384 0.35 0.01 -0.34 0.4188
H -1.3165 -1.1219 -0.2104 0.14 0.31 -0.01 0.1737
H 0.4681 1.4154 -0.0541 -0.68 -0.30 -0.75 0.4289

***

# 5
11
Properties=species:S:1:pos:R:3:forces:R:3:mulliken_charge:R:1 method="wB97M-V/def2-TZVPD" lumo_ev=-5.873 multiplicity=1 homo_lumo_gap_ha=0.257 charge=+1
H -1.2870 -0.7608 -1.0982 2.60 -4.82 0.77 0.2036
O 0.7369 -0.7614 -0.1461 2.49 1.58 -0.56 -0.4594
Ag 3.5525 -0.6937 0.8472 -0.48 0.15 -0.31 0.8574
C -0.5812 -0.9837 0.0261 -2.36 2.92 -5.46 -0.1108
C -1.3175 0.3372 -0.0308 0.57 2.45 6.33 -0.3867
H -0.8105 -1.6147 0.8961 -0.66 0.01 -0.80 0.3234
H -1.4522 0.7430 0.9811 0.68 1.25 -0.14 0.2768
H -2.3611 0.3398 -0.3615 0.51 0.83 -1.46 0.3766
O 2.2833 1.0015 -0.1347 0.30 0.78 -1.73 -0.5163
C 1.1519 0.8699 -0.5069 -1.54 -3.80 4.66 0.8144
O 0.0848 1.5229 -0.4724 -2.10 -1.35 -1.30 -0.3789

***

# 6
11
Properties=species:S:1:pos:R:3:forces:R:3:mulliken_charge:R:1 method="wB97M-V/def2-TZVPD" lumo_ev=-5.686 multiplicity=1 homo_lumo_gap_ha=0.313 charge=+1
C -1.1464 0.5150 0.4760 1.55 1.21 -3.74 0.2177
O 1.2914 -0.6620 0.2270 0.52 0.77 0.85 -0.6059
C 1.2223 0.5679 0.1412 1.37 -2.70 -1.49 0.7622
C -1.1463 -0.8160 -0.1500 -4.06 1.27 2.36 -0.9189
O -0.0439 1.1401 0.6529 -1.84 0.55 0.64 -0.1754
O 1.9370 1.3584 -0.4441 0.18 0.79 0.59 -0.6133
H -2.0153 1.1727 0.3601 -0.18 -0.09 1.66 0.4049
H -0.7896 -0.7116 -1.1853 1.89 -1.39 0.84 0.4144
H -1.1760 -1.2056 0.9811 1.79 -1.45 -2.16 0.2917
Ag 4.0531 -0.2545 -0.6812 -1.04 0.38 0.17 0.8483
H -2.1864 -1.1044 -0.3778 -0.18 0.65 0.27 0.3742

***

# 7
9
Properties=species:S:1:pos:R:3:forces:R:3:mulliken_charge:R:1 method="wB97M-V/def2-TZVPD" lumo_ev="-1.258 / -1.257" multiplicity=1 homo_lumo_gap_ha="0.256 / 0.256"
B -1.1404 1.7886 -0.0143 0.47 -1.79 -0.99 0.1816
C 1.6605 -0.0147 0.0167 3.10 2.30 -0.15 0.1823
C -0.2130 -1.7655 -0.0468 4.58 -0.69 0.39 -0.4821
C 0.4503 -0.6100 0.0137 -3.91 0.28 -0.41 -0.0042
N 2.5821 0.7219 -0.0126 -1.53 -1.61 0.14 -0.4644
H -2.0214 2.1975 -0.7308 0.52 -0.57 0.35 0.0492
H -0.4791 2.1690 0.8257 0.52 0.60 0.87 0.0634
H 0.3995 -2.7799 -0.0271 -1.59 2.00 -0.10 0.2047
H -1.2383 -1.7068 -0.0246 -2.15 -0.55 -0.10 0.2695

***

# 8
12
Properties=species:S:1:pos:R:3:forces:R:3:mulliken_charge:R:1 method="wB97M-V/def2-TZVPD" lumo_ev=-4.571 multiplicity=1 homo_lumo_gap_ha=0.299 charge=+1
H -0.4612 -1.6235 2.1998 -0.25 0.33 -0.74 0.3257
O 0.8545 -1.8544 0.6468 -1.75 1.77 1.14 -0.5999
O 0.3564 -0.3509 -2.2861 -1.60 -0.13 -0.59 -0.6174
C 0.3158 -1.1771 1.5469 2.74 -2.41 0.42 -0.1539
C -0.4699 0.4505 -1.9254 3.70 0.20 1.89 0.7016
H 0.8708 -0.3096 1.9635 -0.60 -0.15 -0.44 0.4032
Li 1.2924 -1.6014 -1.1388 0.05 0.02 -0.09 0.9614
Be -0.8894 2.0345 -1.5285 -1.24 0.04 -3.15 -0.1476
O -0.4827 2.3258 -0.2562 -1.52 2.08 1.24 -0.1124
C -0.3885 0.9302 -0.1479 0.49 -1.68 1.42 -0.3117
H 0.1722 0.9906 0.8122 1.34 -1.35 -1.34 0.2473
H -1.1705 0.1853 0.1138 -1.35 1.28 0.24 0.3038

***

# 9
11
Properties=species:S:1:pos:R:3:forces:R:3:mulliken_charge:R:1 method="wB97M-V/def2-TZVPD" lumo_ev=-0.202 multiplicity=1 homo_lumo_gap_ha=0.388
H -1.2653 -0.4280 3.0200 0.27 -0.11 -0.55 -0.1230
Be -0.5774 -0.2208 1.8665 -3.34 -0.94 5.07 -0.0653
O 0.4202 -0.1052 -1.6216 0.70 -1.13 0.57 -0.3160
C -0.2442 1.0272 -1.3952 -2.19 0.24 -1.63 0.6454
C 0.4175 -0.8837 -0.3790 0.40 -0.12 -1.22 -0.8511
O -0.8366 1.6417 -2.2514 1.28 -0.14 0.87 -0.5485
O -0.3698 1.2635 -0.0954 -0.16 0.12 1.23 -0.3461
C 0.2473 0.1773 0.6844 3.31 1.93 -4.37 0.7603
H -0.4058 -1.6082 -0.4611 0.12 0.22 0.02 0.3291
H 1.3643 -1.4296 -0.3048 -0.24 0.14 -0.06 0.2765
H 1.2499 0.5658 0.9378 -0.16 -0.21 0.06 0.2388

***

# 10
11
Properties=species:S:1:pos:R:3:forces:R:3:mulliken_charge:R:1 method="wB97M-V/def2-TZVPD" lumo_ev="-0.590 / -1.050" multiplicity=2 homo_lumo_gap_ha="0.252 / 0.295"
O -1.7246 -1.9151 8.8465 1.05 1.17 0.92 -0.3871
C -1.6161 -0.7555 9.0191 -1.75 -1.18 -1.65 0.6814
C -1.8239 0.5391 8.9137 0.31 0.29 0.32 -0.7959
H 0.5277 0.3238 7.1862 -0.11 0.46 -1.60 0.1543
H -2.1837 1.0825 9.7883 0.31 -0.05 -0.38 0.2546
H -1.6381 1.0048 7.9211 0.04 -0.23 0.97 0.2675
O 0.2346 -0.4531 5.2579 0.82 -0.69 -0.13 -0.5834
C 0.3254 0.6551 6.0867 2.71 0.67 2.32 0.0432
O -0.8678 1.3670 6.0551 -0.24 1.06 0.44 -0.6472
Bi -1.7174 -0.0939 4.9618 -2.78 -1.12 -1.58 0.7820
H 1.1560 1.3151 5.7367 -0.36 -0.39 0.35 0.2306

***

no.,M (g mol⁻¹)
1,464.4
2,218.9
3,179.9
4,195.9
5,195.9
6,195.9
7,64.9
8,104.0
9,97.1
10,297.0